Arrangement 1

17
Properties=species:S:1:pos:R:3:lowdin_charge:R:1 method="wB97M-V/def2-TZVPD" homo_ev=-7.96 e_lumo_ev=0.8661 total_charge=0 homo_lumo_gap_ev=8.83
C 3.00 -0.55 -0.02 -0.0549
C 0.83 0.38 -0.05 -0.1514
C -0.50 0.33 -0.17 -0.2643
C -1.24 1.62 0.03 -0.0960
C -1.18 -0.98 -0.05 -0.1315
C -2.46 -1.29 0.04 -0.5532
H 3.25 0.40 -0.50 0.0799
H 3.45 -1.38 -0.58 0.0858
H 3.40 -0.52 1.04 0.1062
H 1.36 1.34 0.03 0.1323
H -1.81 1.62 0.95 0.0720
H -1.95 1.76 -0.79 0.0631
H -0.57 2.48 0.01 0.0751
H -0.54 -1.87 0.01 0.1167
H -2.74 -2.34 0.18 0.0587
O 1.56 -0.74 -0.07 -0.1338
Cl -3.87 -0.28 -0.07 0.5953

---

Arrangement 2

17
Properties=species:S:1:pos:R:3:lowdin_charge:R:1 method="wB97M-V/def2-TZVPD" homo_ev=-9.55 e_lumo_ev=0.2656 smiles="C/C=C(/CCl)C(C)=O" total_charge=0 homo_lumo_gap_ev=9.82
C 1.53 -2.01 -0.73 -0.0695
C 1.22 -0.50 -0.55 -0.0813
C 0.24 0.26 -0.10 -0.3112
C 0.30 1.75 -0.22 -0.4832
C -1.01 -0.32 0.57 -0.4192
C -1.97 0.69 1.21 -0.0584
H 2.51 -2.17 -1.29 0.0779
H 1.44 -2.61 0.19 0.0711
H 0.82 -2.38 -1.63 0.1274
H 2.00 0.01 -0.99 0.0775
H 1.34 1.73 -0.39 0.0604
H 0.07 2.35 0.64 0.0760
H -2.89 0.07 1.25 0.0661
H -2.09 1.77 0.56 0.1033
H -1.37 0.75 2.35 0.1708
O -1.31 -1.52 0.75 0.0319
Cl -0.83 2.12 -1.63 0.5606

---

Most stable: arrangement 1. Least stable: arrangement 2.

---

Arrangement 1

6
Properties=species:S:1:pos:R:3:lowdin_charge:R:1 method="wB97M-V/def2-TZVPD" homo_ev=-9.60 e_lumo_ev=0.3681 smiles=SCBr total_charge=0 homo_lumo_gap_ev=9.97
C 0.39 0.26 0.07 -0.8589
S -0.46 -1.24 -0.75 0.5977
Br -0.75 1.96 -0.04 0.4364
H 0.82 0.08 1.08 0.0278
H 1.15 0.53 -0.68 -0.0184
H -1.15 -1.60 0.31 -0.1846

---

Arrangement 2

6
Properties=species:S:1:pos:R:3:lowdin_charge:R:1 method="wB97M-V/def2-TZVPD" homo_ev="-10.35 / -8.80" e_lumo_ev="-0.5047 / -2.7011" total_charge=0 homo_lumo_gap_ev="9.85 / 6.10"
C 0.98 -0.71 0.37 -0.5372
S -1.54 1.39 0.05 0.3895
Br 2.42 0.41 0.01 0.5782
H 0.13 -0.10 0.64 -0.1786
H 0.91 -1.50 -0.37 -0.0148
H -2.09 2.55 -0.52 -0.2371

---

Most stable: arrangement 1. Least stable: arrangement 2.

---

Arrangement 1

12
Properties=species:S:1:pos:R:3:lowdin_charge:R:1 method="wB97M-V/def2-TZVPD" homo_ev=-8.49 e_lumo_ev=1.1996 smiles=CNCN total_charge=0 homo_lumo_gap_ev=9.69
C 0.92 1.55 0.32 -0.1411
N 0.37 0.20 0.59 -0.1717
C -0.29 -0.51 -0.51 -0.2960
N -1.01 -1.74 0.10 -0.0183
H 0.57 2.38 1.01 0.0907
H 1.99 1.36 0.35 0.0618
H 0.57 1.82 -0.69 0.0606
H -0.18 0.29 1.48 0.1117
H 0.39 -0.77 -1.31 0.1013
H -1.14 0.10 -0.87 0.1049
H -0.49 -2.67 0.08 0.0829
H -1.69 -2.01 -0.56 0.0132

---

Arrangement 2

12
Properties=species:S:1:pos:R:3:lowdin_charge:R:1 method="wB97M-V/def2-TZVPD" homo_ev=-9.02 e_lumo_ev=1.0696 smiles="[H]/N=C/N.C" total_charge=0 homo_lumo_gap_ev=10.09
C 0.39 -5.51 1.95 -0.0680
H 0.95 -4.63 1.69 -0.0068
H -0.64 -5.08 2.31 0.0683
H 0.39 -5.95 0.95 0.0075
H 1.09 -6.19 2.38 -0.0010
N -0.55 3.14 -0.63 0.0159
C -0.08 3.95 -1.67 -0.3375
N -0.31 5.26 -1.52 0.0296
H -0.24 2.12 -0.72 0.1178
H -1.07 3.60 0.13 0.0907
H 0.05 3.48 -2.63 0.0972
H 0.03 5.82 -2.25 -0.0136

---

Arrangement 3

12
Properties=species:S:1:pos:R:3:lowdin_charge:R:1 method="wB97M-V/def2-TZVPD" homo_ev=-9.14 e_lumo_ev=0.9418 total_charge=0 homo_lumo_gap_ev=10.08
N -1.82 0.28 -0.66 -0.0160
C -0.48 -0.64 -0.18 -0.2742
C 0.51 0.48 0.08 -0.3351
N 1.77 0.12 0.72 -0.0152
H -2.56 -0.30 -0.25 0.0158
H -1.12 -0.37 -1.31 0.0655
H 0.06 -1.44 -0.72 0.1177
H -0.80 -1.10 0.75 0.0995
H 0.73 0.99 -0.87 0.1124
H 0.02 1.27 0.67 0.1117
H 1.62 -0.30 1.63 0.0602
H 2.30 -0.55 0.18 0.0576

---

Arrangement 4

12
Properties=species:S:1:pos:R:3:lowdin_charge:R:1 method="wB97M-V/def2-TZVPD" homo_ev=-8.17 e_lumo_ev=0.9369 smiles="C=CN.N" total_charge=0 homo_lumo_gap_ev=9.11
N -1.66 3.58 -1.88 0.0099
H -2.67 3.32 -1.82 0.0295
H -1.14 2.96 -1.39 -0.0606
H -1.46 4.52 -1.49 0.0211
C 1.02 -0.62 1.60 -0.0586
C 0.42 -1.17 0.46 -0.2634
N 0.63 -2.55 0.19 0.0229
H 1.72 -1.23 2.18 0.0260
H 0.86 0.45 2.04 0.0644
H -0.35 -0.59 -0.09 0.0975
H 0.55 -2.75 -0.76 0.0397
H 1.04 -3.18 0.83 0.0716

---

Most stable: arrangement 1. Least stable: arrangement 3.

---

Arrangement 1

21
Properties=species:S:1:pos:R:3:lowdin_charge:R:1 method="wB97M-V/def2-TZVPD" homo_ev=-9.48 e_lumo_ev=0.7296 smiles="CCC(N)=O.CC(N)=O" total_charge=0 homo_lumo_gap_ev=10.21
C 0.16 -1.72 -2.10 -0.1566
C 0.80 -0.38 -2.54 -0.0827
C -0.87 -1.49 -1.01 -0.5621
O -0.77 -0.63 -0.16 0.0363
N -1.93 -2.34 -1.04 0.1519
H -0.33 -2.16 -2.97 0.1022
H 0.95 -2.39 -1.77 0.1128
H 0.33 0.46 -2.04 0.0660
H -2.66 -2.25 -0.34 0.1125
H -1.96 -3.12 -1.67 0.0951
H 0.73 -0.25 -3.63 0.0686
H 1.86 -0.37 -2.34 0.0666
C -0.45 2.41 2.02 -0.0183
C 0.98 2.05 2.28 -0.5956
O 1.95 2.67 1.91 0.0472
N 1.12 0.99 3.16 0.1320
H -0.56 3.02 1.12 0.0839
H -0.81 3.05 2.82 0.0850
H 2.07 0.72 3.33 0.0973
H 0.48 0.21 3.07 0.0902
H -1.10 1.53 1.92 0.0680

---

Arrangement 2

21
Properties=species:S:1:pos:R:3:lowdin_charge:R:1 method="wB97M-V/def2-TZVPD" homo_ev=-8.90 e_lumo_ev=0.7452 total_charge=0 homo_lumo_gap_ev=9.64
C -1.99 1.27 -1.06 -0.0763
C -1.31 -1.45 -1.29 0.0027
C -1.31 -0.77 0.05 -0.5749
O -1.64 0.54 0.10 -0.0669
O -1.06 -1.32 1.08 0.1053
H -1.14 1.37 -1.75 0.0849
H -2.29 2.26 -0.71 0.0970
H -2.83 0.82 -1.59 0.0949
H -0.69 -0.92 -2.01 0.0796
H -0.92 -2.45 -1.16 0.0944
H -2.33 -1.51 -1.68 0.0903
C 2.11 0.38 2.13 -0.0949
N 1.34 0.83 1.00 -0.0515
C 1.34 0.18 -0.20 -0.3881
N 1.94 -0.87 -0.56 0.0991
H 0.57 1.45 1.19 0.1230
H 2.45 -1.35 0.18 0.0353
H 0.79 0.71 -0.97 0.0992
H 2.20 1.20 2.84 0.0808
H 3.11 0.09 1.79 0.0835
H 1.65 -0.47 2.63 0.0826

---

Most stable: arrangement 1. Least stable: arrangement 2.

---

Arrangement 1

21
Properties=species:S:1:pos:R:3:lowdin_charge:R:1 method="wB97M-V/def2-TZVPD" homo_ev=-9.49 e_lumo_ev=0.7236 smiles="C[C@H](N)CN(C)C(=O)O" total_charge=0 homo_lumo_gap_ev=10.22
C -1.25 0.39 0.05 -0.4469
C 0.17 0.30 0.61 -0.1575
C 0.78 -2.06 0.67 -0.0521
C -1.24 1.00 -1.36 -0.0641
N 0.97 -0.78 0.02 -0.1259
C 2.32 -0.41 -0.10 -0.5900
N -2.05 1.13 1.01 0.0291
O 2.54 0.37 -1.17 0.1258
O 3.20 -0.76 0.63 0.1387
H 1.72 0.51 -1.66 0.1083
H -1.68 -0.62 0.00 0.1312
H -3.01 1.19 0.70 0.0726
H -1.69 2.08 1.10 0.0755
H 0.10 0.15 1.70 0.1296
H 0.68 1.25 0.45 0.1331
H 1.14 -2.06 1.70 0.0949
H 1.32 -2.82 0.11 0.0964
H -0.28 -2.30 0.66 0.0837
H -0.67 0.36 -2.03 0.0670
H -0.80 1.99 -1.34 0.0780
H -2.25 1.08 -1.75 0.0728

---

Arrangement 2

21
Properties=species:S:1:pos:R:3:lowdin_charge:R:1 method="wB97M-V/def2-TZVPD" homo_ev=-6.72 e_lumo_ev=0.7987 total_charge=0 homo_lumo_gap_ev=7.52
C -1.43 0.69 1.68 -0.1284
C 0.90 0.28 0.98 -0.2419
C 2.07 -0.10 1.57 0.0170
O -0.37 -0.23 1.58 -0.2074
H 0.83 1.30 0.61 0.1038
H -2.16 0.32 2.40 0.0837
H -1.98 0.75 0.73 0.0660
H -1.06 1.67 1.99 0.0863
H 2.12 -0.92 2.27 0.0482
H 2.99 0.46 1.64 0.0402
C 0.51 -0.17 -1.11 -0.5043
N -0.04 0.95 -1.82 0.0866
N -1.71 -1.18 -1.06 0.0900
C -0.36 -1.26 -0.88 -0.1077
O 1.75 -0.57 -1.59 -0.0165
H 2.31 0.24 -1.54 0.1007
H -0.68 0.69 -2.57 0.0799
H 0.50 1.79 -1.64 0.0838
H -2.03 -0.49 -1.73 0.0840
H -2.24 -2.03 -0.92 0.1007
H 0.07 -2.21 -0.61 0.1352

---

Most stable: arrangement 1. Least stable: arrangement 2.

---

Arrangement 1

21
Properties=species:S:1:pos:R:3:lowdin_charge:R:1 method="wB97M-V/def2-TZVPD" homo_ev=-8.55 e_lumo_ev=-0.7614 total_charge=0 homo_lumo_gap_ev=7.78
C -0.50 -0.40 0.94 -0.0919
C 1.03 0.36 -2.24 -0.0727
C -0.46 -1.86 0.75 -0.0307
C -1.61 0.18 1.68 -0.0021
N -0.03 0.27 -1.24 -0.1625
C 0.38 0.62 0.18 -0.7272
N 1.64 -0.01 0.80 0.1458
O -1.04 1.23 -1.58 -0.0634
O 0.28 1.87 0.47 -0.1210
H -0.74 2.01 -1.05 0.0832
H 2.19 0.76 1.17 0.0886
H 2.16 -0.59 0.15 0.0659
H 0.58 0.30 -3.23 0.0827
H 1.71 -0.48 -2.12 0.0723
H 1.58 1.30 -2.16 0.0900
H -1.31 1.15 2.11 0.1083
H -1.41 -2.19 0.31 0.1127
H -0.37 -2.34 1.73 0.1060
H 0.35 -2.18 0.10 0.0819
H -2.12 -0.49 2.37 0.0946
H -2.30 0.48 0.87 0.1397

---

Arrangement 2

21
Properties=species:S:1:pos:R:3:lowdin_charge:R:1 method="wB97M-V/def2-TZVPD" homo_ev=-8.34 e_lumo_ev=0.5658 smiles="C[C@@H](N)N=O.CC(C)=O" total_charge=0 homo_lumo_gap_ev=8.91
C 1.96 -0.11 -0.10 -0.4310
C 3.46 0.11 -0.15 -0.0682
N 1.65 -1.30 0.66 0.0263
N 1.34 0.96 0.90 0.0101
O 0.77 1.92 0.43 -0.0359
H 1.51 -0.19 -1.10 0.1380
H 0.66 -1.49 0.69 0.0434
H 2.00 -1.23 1.62 0.0767
H 3.84 0.29 0.85 0.0740
H 3.96 -0.77 -0.55 0.0786
H 3.70 0.98 -0.76 0.0732
C -3.33 -0.78 0.15 -0.0284
C -1.86 1.02 -0.86 -0.0200
C -1.97 -0.12 0.11 -0.4577
O -1.14 -0.44 0.96 0.0319
H -2.78 1.60 -0.88 0.0876
H -4.00 -0.14 0.71 0.0924
H -3.75 -0.90 -0.85 0.0799
H -3.28 -1.74 0.65 0.0827
H -1.06 1.71 -0.62 0.0512
H -1.68 0.62 -1.86 0.0953

---

Arrangement 3

21
Properties=species:S:1:pos:R:3:lowdin_charge:R:1 method="wB97M-V/def2-TZVPD" homo_ev=-7.63 e_lumo_ev=0.6855 total_charge=0 homo_lumo_gap_ev=8.31
C 0.45 -1.80 -0.60 -0.0514
C 2.00 0.09 -0.52 -0.0747
N 1.01 -0.72 0.18 -0.2053
C 0.22 -0.11 1.14 -0.3017
O -0.50 -0.91 1.93 -0.0115
H 0.77 0.67 1.67 0.1409
H -0.14 -2.45 0.05 0.0937
H 1.26 -2.39 -1.04 0.0903
H -0.20 -1.43 -1.40 0.0861
H 2.36 0.88 0.14 0.0864
H 2.85 -0.54 -0.79 0.0870
H 1.60 0.54 -1.43 0.0788
N -0.68 2.23 -0.41 0.0354
C -2.01 0.19 -0.15 -0.2557
C -1.16 1.18 0.41 -0.2445
O -2.54 -0.73 0.52 -0.0419
H -1.45 -1.03 1.51 0.0789
H 0.10 2.73 0.00 0.0745
H -0.42 1.92 -1.34 0.0675
H -2.08 0.16 -1.25 0.1270
H -1.46 1.52 1.40 0.1405

---

Arrangement 4

21
Properties=species:S:1:pos:R:3:lowdin_charge:R:1 method="wB97M-V/def2-TZVPD" homo_ev=-8.08 e_lumo_ev=0.6174 total_charge=0 homo_lumo_gap_ev=8.70
C -2.46 0.64 -0.11 -0.0075
C -1.31 -0.08 0.53 -0.4799
N 0.61 0.73 2.03 -0.0106
O -0.31 1.20 1.05 -0.2721
O -1.49 -0.93 1.39 0.0159
H 0.64 1.48 2.73 0.0704
H 0.13 -0.06 2.48 0.0598
H -3.23 0.84 0.63 0.0923
H -2.89 0.01 -0.89 0.0876
H -2.19 1.59 -0.59 0.0739
C 0.54 -1.90 -0.29 -0.0739
C 2.06 0.51 -1.34 -0.0360
C 0.62 0.43 -1.02 -0.1489
N -0.06 -0.66 -0.76 -0.0133
H 0.04 1.33 -1.18 0.1175
H -0.28 -2.59 -0.09 0.0847
H 1.18 -2.39 -1.03 0.0831
H 1.12 -1.73 0.62 0.0915
H 2.33 1.51 -1.68 0.0802
H 2.61 0.33 -0.40 0.0959
H 2.34 -0.23 -2.08 0.0893

---

Most stable: arrangement 3. Least stable: arrangement 1.